Computed, not measured: the ion C26H41Br2F3IN2O5Si with charge +1, with ωB97M-V with the def2-TZVPD basis set.

The HOMO-LUMO gap is 8.1 eV. Its molecular weight is 833.41 g/mol. As for the LUMO energy: -3.87 eV. The charge is +1. The multiplicity is 1. The value obtained for the total energy is -205057.02739 eV.

Geometry (Å):
C (-4.6075, -1.7498, 3.3888)
C (-4.3082, -3.2348, 3.5418)
O (-3.9483, -3.8663, 2.3323)
C (-2.6836, -3.5033, 1.8641)
C (-2.2914, -4.3769, 0.6849)
C (-0.7906, -4.2715, 0.3748)
C (-0.4922, -3.1406, -0.6218)
C (0.8543, -2.4274, -0.3916)
N (0.7112, -0.9681, -0.4910)
N (1.0874, -0.4696, -1.6664)
C (0.9537, 0.8128, -1.8787)
C (1.4762, 1.3255, -3.1886)
C (1.5484, 0.2509, -4.2699)
C (2.1997, 0.7240, -5.5524)
F (2.0943, -0.2577, -6.4845)
Br (4.0967, 1.0503, -5.2393)
C (1.6068, 1.9992, -6.2032)
F (1.9618, 3.0936, -5.5316)
F (2.0459, 2.1078, -7.4460)
Br (-0.3270, 1.9333, -6.2745)
C (0.3854, 1.6846, -0.9054)
C (0.2277, 3.1401, -1.2138)
C (-0.9632, 3.5107, -2.1101)
C (-2.2438, 2.7056, -1.8654)
C (-3.0426, 3.2889, -0.7348)
O (-2.5531, 3.9020, 0.1844)
O (-4.3425, 3.0255, -0.8276)
C (0.0168, 1.1407, 0.2933)
C (-0.6197, 1.9380, 1.3959)
C (-2.1108, 1.6804, 1.4396)
O (-2.6669, 0.9037, 0.7383)
I (-3.1730, 2.7350, 2.9419)
C (0.2116, -0.2422, 0.5008)
C (-0.0719, -0.9225, 1.7988)
C (1.1914, -0.8861, 2.6965)
O (2.3562, -0.8752, 1.9033)
Si (3.5641, 0.2763, 2.1021)
C (4.4487, 0.2861, 0.4621)
C (2.8844, 1.9872, 2.4019)
C (4.7053, -0.2785, 3.4641)
H (-5.0435, -1.5395, 2.4141)
H (-3.7160, -1.1305, 3.4930)
H (-5.3067, -1.4239, 4.1557)
H (-5.1835, -3.7553, 3.9211)
H (-3.5160, -3.3751, 4.2863)
H (-1.9299, -3.5887, 2.6616)
H (-2.6795, -2.4496, 1.5451)
H (-2.5678, -5.4050, 0.8995)
H (-2.8398, -4.0274, -0.1885)
H (-0.4764, -5.2145, -0.0661)
H (-0.2149, -4.1261, 1.2897)
H (-0.4768, -3.5502, -1.6292)
H (-1.2913, -2.3982, -0.6126)
H (1.5618, -2.7015, -1.1657)
H (1.3112, -2.6691, 0.5605)
H (0.8462, 2.1326, -3.5354)
H (2.4824, 1.7057, -2.9982)
H (0.5376, -0.0666, -4.5196)
H (2.1269, -0.6026, -3.9339)
H (0.0900, 3.6753, -0.2801)
H (1.1509, 3.5223, -1.6487)
H (-1.1780, 4.5534, -1.8909)
H (-0.7230, 3.4737, -3.1692)
H (-2.8606, 2.7158, -2.7622)
H (-2.0652, 1.6529, -1.6412)
H (-4.7890, 3.4410, -0.0723)
H (-0.2447, 1.5907, 2.3582)
H (-0.4433, 3.0041, 1.3286)
H (-0.4205, -1.9375, 1.6622)
H (-0.8765, -0.4026, 2.3070)
H (1.1879, -1.7832, 3.3160)
H (1.1415, -0.0342, 3.3765)
H (5.4463, 0.7087, 0.5359)
H (3.8631, 0.8613, -0.2583)
H (4.5033, -0.7287, 0.0682)
H (2.3417, 2.3822, 1.5437)
H (3.7606, 2.6251, 2.5354)
H (2.2878, 2.1074, 3.3052)
H (5.2692, 0.5331, 3.9155)
H (4.1496, -0.8000, 4.2435)
H (5.3931, -1.0073, 3.0366)

Atoms 1-2, force components in eV/Å:
C 0.128 0.135 0.015
C -0.062 0.251 0.262